[1]
Below is a molecular structure, C3H9N2O, with properties calculated with the ωB97M-V functional and the def2-TZVPD basis.

```
15
C3H9N2O, DFT the ωB97M-V functional and the def2-TZVPD basis
C -0.11 1.91 0.14
C 0.98 -0.08 -0.77
C -1.26 -1.61 -0.20
N -0.12 0.45 -0.23
N -1.07 -0.29 0.08
O -2.33 0.54 0.91
H -0.52 2.11 1.12
H 0.86 2.28 -0.01
H -0.73 2.48 -0.53
H 1.50 -0.41 0.11
H 1.06 -1.05 -1.29
H 1.66 0.64 -1.18
H -0.79 -1.77 -1.17
H -2.31 -1.69 -0.42
H -0.89 -2.32 0.67
```

Calculated values
Electronic energy ... -8270.802 eV
Molar mass ... 89.12 g/mol
Net charge ... +1
Kohn-Sham gap (alpha / beta) ... 8.45 / 8.45 eV
ΔE to the lowest compared entry with this formula, charge and spin ... 798.2 kJ/mol

Here are the Löwdin charges for atoms 1 to 6, given in e: C 0.0922; C -0.0116; C 0.0057; N -0.1042; N -0.0543; O -0.0783


[2]
Below is a gas-phase ion, C3H9N2O (charge +1), with properties calculated with the ωB97M-V functional and the def2-TZVPD basis.

```
15
C3H9N2O, DFT the ωB97M-V functional and the def2-TZVPD basis
C 2.32 0.25 0.19
N 0.98 -0.10 -0.08
O 0.72 -1.34 0.44
C -0.09 0.78 -0.44
C -1.47 0.34 -0.42
N -1.83 -0.78 0.52
H 2.41 1.35 0.48
H 3.04 0.22 -0.63
H 2.54 -0.48 0.91
H -0.29 -1.37 0.55
H 0.05 1.68 -1.01
H -1.61 0.07 -1.60
H -2.06 1.26 -0.28
H -2.37 -1.60 0.13
H -2.33 -0.28 1.25
```

Calculated values
Electronic energy ... -8274.623 eV
Molar mass ... 89.12 g/mol
Net charge ... +1
Kohn-Sham gap ... 9.53 eV
SMILES ... C/[N+](O)=C/CN
ΔE to the lowest compared entry with this formula, charge and spin ... 429.4 kJ/mol

Here are the Löwdin charges for atoms 1 to 6, given in e: C 0.0048; N -0.1426; O 0.0521; C 0.0884; C -0.1981; N 0.0176


[3]
Below is 2 unconnected molecules or ions with the total composition C3H9N2O2, with properties calculated with the ωB97M-V functional and the def2-TZVPD basis.

```
16
C3H9N2O2, DFT the ωB97M-V functional and the def2-TZVPD basis
N 1.24 -0.09 3.12
C 0.91 0.05 1.75
O -0.31 0.23 1.50
O 1.86 0.00 0.93
H 0.45 -0.22 3.72
H 2.14 -0.47 3.35
C -0.34 1.14 -1.84
N 0.05 -0.22 -1.52
C -1.11 -1.02 -1.19
H -1.03 1.17 -2.69
H -0.83 1.64 -1.00
H 0.54 1.72 -2.11
H 0.66 -0.14 -0.70
H -1.84 -0.48 -0.58
H -0.81 -1.92 -0.64
H -1.58 -1.37 -2.12
```

Calculated values
Electronic energy ... -10334.055 eV
Molar mass ... 105.12 g/mol
Net charge ... -1
Kohn-Sham gap ... 8.56 eV
ΔE to the lowest compared entry with this formula, charge and spin ... 30.8 kJ/mol

Here are the Löwdin charges for atoms 1 to 6, given in e: N 0.0805; C -0.8496; O -0.0909; O -0.1103; H 0.0522; H 0.0527


[4]
Below is a gas-phase ion, C3H9N2O2 (charge +1), with properties calculated with the ωB97M-V functional and the def2-TZVPD basis.

```
16
C3H9N2O2, DFT the ωB97M-V functional and the def2-TZVPD basis
C -0.64 0.48 -1.16
N -0.25 -0.02 0.10
C -0.83 0.65 1.19
O -0.57 -1.38 0.15
C 1.32 0.11 0.03
N 1.94 -1.03 -0.12
O 1.73 1.19 0.05
H -1.70 0.41 -1.20
H -0.30 1.53 -1.17
H -0.11 0.00 -2.02
H -1.88 0.66 0.93
H -0.80 0.14 2.20
H -0.56 1.78 1.29
H -1.51 -1.46 -0.25
H 1.35 -1.89 -0.38
H 2.82 -1.19 0.36
```

Calculated values
Electronic energy ... -10323.012 eV
Molar mass ... 105.12 g/mol
Net charge ... +1
Kohn-Sham gap ... 12.26 eV
SMILES ... C[N+](C)(O)C(N)=O
ΔE to the lowest compared entry with this formula, charge and spin ... 370.5 kJ/mol

Here are the Löwdin charges for atoms 1 to 6, given in e: C 0.0159; N -0.3577; C 0.0079; O 0.0363; C -0.5246; N 0.2300


[5]
Below is 2 unconnected molecules or ions with the total composition C3H9N2O2, with properties calculated with the ωB97M-V functional and the def2-TZVPD basis.

```
16
C3H9N2O2, DFT the ωB97M-V functional and the def2-TZVPD basis
O -1.44 0.45 1.47
C -0.80 -0.48 1.96
C 0.54 -0.96 1.45
N 1.14 -0.03 0.49
H -1.12 -0.95 2.92
H 1.17 -0.98 2.35
H 0.53 -1.99 1.01
H 2.01 -0.45 0.14
H 0.47 0.15 -0.32
H 1.38 0.88 0.85
C -0.24 1.06 -2.48
N -0.83 0.39 -1.39
O 0.55 0.54 -3.23
H -0.68 2.06 -2.65
H -1.04 -0.58 -1.53
H -1.63 0.90 -1.03
```

Calculated values
Electronic energy ... -10325.014 eV
Molar mass ... 105.12 g/mol
Net charge ... +1
Kohn-Sham gap ... 10.45 eV
ΔE to the lowest compared entry with this formula, charge and spin ... 177.4 kJ/mol

Here are the Löwdin charges for atoms 1 to 6, given in e: O 0.0614; C -0.1884; C -0.1119; N 0.1714; H 0.1454; H 0.1427


[6]
Below is a molecular structure, C3H9N2O2, with properties calculated with the ωB97M-V functional and the def2-TZVPD basis.

```
16
C3H9N2O2, DFT the ωB97M-V functional and the def2-TZVPD basis
C 0.86 1.09 0.52
C 0.27 -1.03 0.42
C -1.84 0.41 -0.30
N 1.29 -0.17 0.93
N -0.39 0.19 -0.29
O 1.55 1.73 -0.36
O 0.80 -2.02 -0.37
H 0.36 1.74 1.25
H -0.39 -1.65 1.48
H -2.48 -0.05 0.50
H -1.93 1.52 -0.25
H -2.40 0.09 -1.21
H 2.19 -0.45 0.54
H -0.07 0.11 -1.33
H 2.10 1.13 -0.94
H 0.08 -2.63 -0.58
```

Calculated values
Electronic energy ... -10322.786 eV
Molar mass ... 105.12 g/mol
Net charge ... +1
Kohn-Sham gap ... 11.63 eV
ΔE to the lowest compared entry with this formula, charge and spin ... 392.3 kJ/mol

Here are the Löwdin charges for atoms 1 to 6, given in e: C -0.2978; C -0.3693; C -0.0401; N 0.0779; N -0.0088; O 0.1324


[7]
Below is 3 unconnected molecules or ions with the total composition C3H9N2O2, with properties calculated with the ωB97M-V functional and the def2-TZVPD basis.

```
16
C3H9N2O2, DFT the ωB97M-V functional and the def2-TZVPD basis
C -4.38 0.41 0.33
C 0.88 1.74 1.33
C 1.24 1.00 -0.95
N -2.12 -1.56 -1.18
N 0.58 0.88 0.15
O -5.12 1.11 0.76
O -0.42 0.14 0.27
H 0.00 2.38 1.63
H 0.89 1.12 2.26
H 1.76 2.44 1.17
H 2.02 1.71 -1.17
H -1.87 -1.80 -2.12
H 0.99 0.25 -1.75
H -2.06 -2.40 -0.64
H -3.17 -1.35 -1.20
H -1.52 -0.82 -0.68
```

Calculated values
Electronic energy ... -10323.130 eV
Molar mass ... 105.12 g/mol
Net charge ... +1
Kohn-Sham gap ... 9.72 eV
ΔE to the lowest compared entry with this formula, charge and spin ... 359.1 kJ/mol

Here are the Löwdin charges for atoms 1 to 6, given in e: C -0.0026; C 0.0111; C 0.1013; N 0.2811; N -0.3814; O 0.0878


[8]
Below is a gas-phase ion, C3H9N2O2 (charge +1), with properties calculated with the ωB97M-V functional and the def2-TZVPD basis.

```
16
C3H9N2O2, DFT the ωB97M-V functional and the def2-TZVPD basis
C 0.75 1.14 1.50
N 0.17 1.37 0.27
C -0.25 0.57 -0.70
O -0.53 1.06 -1.87
C -0.62 -1.02 -0.67
N 0.40 -2.06 -0.56
O -1.36 -1.01 0.51
H 0.60 0.06 1.75
H 1.80 1.48 1.43
H 0.18 1.74 2.30
H 0.26 2.36 -0.02
H -0.46 2.04 -2.01
H -1.12 -1.31 -1.69
H 0.96 -2.06 0.31
H 0.87 -2.46 -1.42
H -1.65 -1.88 0.87
```

Calculated values
Electronic energy ... -10324.381 eV
Molar mass ... 105.12 g/mol
Net charge ... +1
Kohn-Sham gap ... 10.21 eV
SMILES ... C/[NH+]=C(/O)[C@@H](N)O
ΔE to the lowest compared entry with this formula, charge and spin ... 238.4 kJ/mol

Here are the Löwdin charges for atoms 1 to 6, given in e: C -0.0484; N 0.0449; C -0.1711; O 0.1729; C -0.3466; N 0.0662


[9]
Below is a molecular structure, C3H9N2O2, with properties calculated with the ωB97M-V functional and the def2-TZVPD basis.

```
16
C3H9N2O2, DFT the ωB97M-V functional and the def2-TZVPD basis
C 1.13 -0.31 -0.31
C -0.85 -0.74 -0.06
C -0.24 1.63 0.68
N 0.29 -1.50 -0.31
N -0.13 0.54 -0.28
O 1.79 -0.05 -1.46
O -2.04 -0.87 -0.64
H 1.73 -0.17 0.60
H -1.31 -0.48 2.30
H 0.50 2.40 0.47
H -1.24 2.07 0.62
H -0.11 1.23 1.69
H 0.52 -2.39 0.12
H -0.30 0.91 -1.23
H 2.63 -0.51 -1.55
H -2.37 -1.78 -0.66
```

Calculated values
Electronic energy ... -10320.511 eV
Molar mass ... 105.12 g/mol
Net charge ... +1
Kohn-Sham gap (alpha / beta) ... 9.98 / 8.25 eV
ΔE to the lowest compared entry with this formula, charge and spin ... 611.8 kJ/mol

Here are the Löwdin charges for atoms 1 to 6, given in e: C -0.3228; C -0.3727; C 0.0050; N 0.1609; N 0.0037; O 0.0963


[10]
Below is 2 unconnected molecules or ions with the total composition C3H9N2O2, with properties calculated with the ωB97M-V functional and the def2-TZVPD basis.

```
16
C3H9N2O2, DFT the ωB97M-V functional and the def2-TZVPD basis
C 0.21 0.61 1.90
C 1.23 -0.39 1.60
C 0.96 -1.50 0.84
N -1.93 0.83 -2.40
N -1.46 0.84 -1.28
O -1.43 0.45 -3.45
O -0.02 0.66 -1.34
H 0.39 1.23 2.73
H 0.34 1.16 0.87
H -0.77 0.26 1.87
H -0.01 -1.69 0.72
H 2.21 -0.29 1.98
H 1.39 -1.24 -0.17
H 1.51 -2.47 0.92
H -2.92 1.08 -2.54
H 0.31 0.47 -2.25
```

Calculated values
Electronic energy ... -10318.802 eV
Molar mass ... 105.12 g/mol
Net charge ... +1
Kohn-Sham gap ... 7.39 eV
ΔE to the lowest compared entry with this formula, charge and spin ... 776.7 kJ/mol

Here are the Löwdin charges for atoms 1 to 6, given in e: C 0.0211; C 0.0338; C -0.0219; N -0.2194; N 0.0607; O -0.0012


[11]
Below is 2 unconnected molecules or ions with the total composition C3H9N2O2S, with properties calculated with the ωB97M-V functional and the def2-TZVPD basis.

```
17
C3H9N2O2S, DFT the ωB97M-V functional and the def2-TZVPD basis
N 0.39 1.71 0.82
C -0.40 0.47 0.76
C -1.30 0.41 -0.48
S -2.52 1.73 -0.73
C 0.36 -0.80 1.05
N 1.72 -0.71 0.78
O -0.13 -1.89 1.26
H -0.23 2.37 1.28
H 0.59 2.10 -0.09
H -1.08 0.48 1.62
H -0.72 0.32 -1.40
H -1.97 -0.43 -0.31
H 2.25 0.14 0.87
H 2.26 -1.56 0.88
H 0.10 -2.18 -1.94
H 0.23 -0.71 -1.89
O 0.45 -1.46 -2.49
```

Calculated values
Electronic energy ... -21168.835 eV
Molar mass ... 137.18 g/mol
Net charge ... -1
Kohn-Sham gap ... 6.34 eV
ΔE to the lowest compared entry with this formula, charge and spin ... 132.5 kJ/mol

Here are the Löwdin charges for atoms 1 to 6, given in e: N 0.0205; C -0.4100; C -0.7597; S 0.1241; C -0.5215; N 0.1430


[12]
Below is a gas-phase ion, C3H9N2O2S (charge +1), with properties calculated with the ωB97M-V functional and the def2-TZVPD basis.

```
17
C3H9N2O2S, DFT the ωB97M-V functional and the def2-TZVPD basis
C -1.30 -0.43 -1.75
C 0.60 0.90 -0.49
C -0.68 0.24 -0.56
N -0.52 -1.29 0.97
N 0.99 1.03 0.90
O 1.09 -0.92 2.97
O 2.06 -1.28 0.81
S 0.96 -0.89 1.57
H -2.24 -0.78 -1.48
H -0.78 -1.25 -2.12
H -1.37 0.27 -2.60
H 1.36 0.21 -1.04
H 0.35 1.81 -1.06
H -1.50 0.81 0.00
H -1.29 -1.52 1.64
H 0.34 1.74 1.35
H 1.93 1.37 0.87
```

Calculated values
Electronic energy ... -21156.876 eV
Molar mass ... 137.18 g/mol
Net charge ... +1
Kohn-Sham gap ... 10.05 eV
ΔE to the lowest compared entry with this formula, charge and spin ... 381.7 kJ/mol

Here are the Löwdin charges for atoms 1 to 6, given in e: C -0.0242; C -0.2324; C -0.0962; N -0.0834; N 0.0141; O -0.2170